ORCA calculation (ωB97M-V with the def2-TZVPD basis set) on a 2-piece molecular cluster, CN3O2S overall.

XYZ file:
```
7
Properties=species:S:1:pos:R:3:forces:R:3:lowdin_charge:R:1
S 1.74678 0.27102 0.87549 -0.1 0.1 -0.5 0.445
O -1.64595 0.39888 2.03898 -1.3 0.9 -1.6 -0.104
O -1.68447 0.13650 -1.39995 1.8 -1.2 -3.0 0.012
N 2.44608 -1.06921 -1.51637 0.2 0.2 -0.4 -0.014
N -1.30675 0.29257 0.82033 6.2 -2.9 4.3 -0.187
N -1.75215 0.40774 -0.24427 -6.4 3.2 0.4 -0.172
C 2.19646 -0.43751 -0.57422 -0.4 -0.3 0.7 -0.979
```
Forces are in eV/Å.

Properties
Maximum force = 8.092 eV/Å
Net charge = -1
LUMO level (spin up / spin down) = 3.860 / 0.553 eV
<S²> = 2.013
Spin multiplicity = 3
Orbital gap (spin up / spin down) = 7.52 / 4.48 eV
Relative energy (zero: lowest compared OMol25 entry of this formula, charge and spin) = 2.3 kcal/mol

=====

ORCA calculation (ωB97M-V with the def2-TZVPD basis set) on an isolated ion of composition CN3O4 and charge -1.

XYZ file:
```
8
Properties=species:S:1:pos:R:3:forces:R:3:lowdin_charge:R:1
O 0.77804 -0.54875 2.11909 0.0 0.8 -0.2 -0.083
O -1.99386 -0.73730 -0.57794 -2.1 -0.8 0.3 0.058
O 2.17036 0.67358 0.50061 0.0 0.7 0.3 -0.040
O -0.75890 0.54675 -2.03218 -0.9 -0.4 0.8 0.007
N -0.08769 -0.57622 1.24652 0.0 -2.2 0.4 -0.091
N 0.17930 -0.11606 0.05033 -2.6 0.3 0.8 -0.104
N 1.06150 0.82032 -0.05652 3.2 0.6 -0.9 -0.086
C -1.15519 -0.06970 -1.05753 2.4 0.9 -1.5 -0.662
```
Forces are in eV/Å.

Properties
Maximum force = 3.372 eV/Å
Net charge = -1
LUMO level (spin up / spin down) = 4.274 / 2.827 eV
<S²> = 2.036
Spin multiplicity = 3
Orbital gap (spin up / spin down) = 7.78 / 7.90 eV

=====

ORCA calculation (ωB97M-V with the def2-TZVPD basis set) on an isolated ion of composition CN4O3S2 and charge -2.

XYZ file:
```
10
Properties=species:S:1:pos:R:3:forces:R:3:lowdin_charge:R:1
S 0.93185 -2.97241 1.46478 -0.5 -1.0 -0.1 0.427
S -1.31850 0.60875 -1.18530 -0.9 0.6 -0.8 0.324
O -0.59416 0.80335 -2.44796 0.0 -0.1 0.3 -0.441
O -1.88869 1.85474 -0.65404 0.2 -0.4 -0.1 -0.443
O -2.31008 -0.46499 -1.26808 0.5 0.0 0.3 -0.436
N 1.60503 0.90585 1.01157 1.6 1.3 0.9 -0.139
N 0.62219 1.00447 0.25406 -1.1 0.7 -1.0 -0.214
N -0.16284 0.06300 -0.05746 0.6 -0.9 0.7 -0.147
N 1.86539 -0.39178 1.54849 -0.9 -0.8 -0.4 -0.055
C 1.24980 -1.41097 1.33394 0.6 0.6 0.2 -0.874
```
Forces are in eV/Å.

Properties
Maximum force = 2.237 eV/Å
Net charge = -2
LUMO level = 5.345 eV
Orbital gap = 5.99 eV
Relative energy (zero: lowest compared OMol25 entry of this formula, charge and spin) = 39.8 kcal/mol